--- one ---
12
Properties=species:S:1:pos:R:3:nbo_charge:R:1 method="wB97M-V/def2-TZVPD" lumo_ev="-0.61 / -0.74" orbital_gap_ev="7.52 / 7.42" homo_energy_ev="-8.13 / -8.17" total_charge=0
H -2.31 -1.08 0.73 0.224
C 0.83 1.05 -0.91 0.187
C 1.05 0.23 0.27 0.397
C -1.57 -0.39 0.36 -0.367
N 0.51 2.14 -1.37 -0.596
H 0.40 2.94 -0.73 0.371
H 0.07 -0.51 -0.96 0.280
C -0.27 -0.77 0.26 0.018
O 0.08 -2.02 0.69 -0.670
H 1.03 -2.00 0.92 0.498
O 2.07 -0.17 0.78 -0.552
H -1.89 0.57 -0.04 0.209

---

--- two ---
12
Properties=species:S:1:pos:R:3:nbo_charge:R:1 method="wB97M-V/def2-TZVPD" lumo_ev=0.68 orbital_gap_ev=9.16 homo_energy_ev=-8.48 total_charge=0 smiles="NC1=CC1.O=C=O"
C -1.35 0.17 -0.56 -0.420
H -1.06 -1.56 1.15 0.229
H -1.19 -0.10 -1.61 0.177
O 2.17 -0.24 -0.74 -0.538
C -0.85 -0.69 0.57 -0.254
C 1.36 -1.08 -0.83 1.037
H 1.01 1.09 1.77 0.377
O 0.67 -2.00 -1.01 -0.518
N 0.55 1.43 0.94 -0.796
C -0.23 0.44 0.39 0.141
H 1.22 1.84 0.31 0.388
H -2.29 0.70 -0.38 0.178

---

two has the most favorable energy; the next structure is 313.4 kJ/mol above.